# 1
C29H52O24 | ωB97M-V/def2-TZVPD

```
105
C29H52O24 | the Open Molecules 2025 dataset | ωB97M-V/def2-TZVPD
C -5.630 3.539 7.322
C -4.258 3.407 7.812
O -3.354 3.758 6.829
C -4.014 3.931 5.707
O -3.610 4.384 4.646
O -5.269 3.754 5.996
H -6.272 4.296 7.774
H -6.119 2.568 7.398
H -3.995 2.385 8.086
H -4.035 3.955 8.727
C 0.018 3.653 5.723
C 0.630 5.094 5.943
O 0.215 5.351 7.204
C -0.355 4.287 7.812
O -0.806 4.246 8.925
O -0.225 3.203 6.993
H 0.730 3.057 5.152
H -0.919 3.645 5.167
H 0.033 5.818 5.388
H 1.678 5.077 5.644
C -1.964 5.449 2.122
C -1.576 5.448 0.639
O -0.379 6.092 0.680
C 0.028 6.480 1.932
O 1.019 7.216 2.145
O -0.856 6.052 2.848
H -2.191 4.464 2.530
H -2.885 6.013 2.270
H -2.243 5.931 -0.074
H -1.549 4.381 0.420
C -3.739 -1.314 10.690
C -4.648 -0.243 11.283
O -6.000 -0.419 10.811
C -6.464 0.341 9.840
O -5.826 1.204 9.219
O -7.617 -0.214 9.431
C -8.336 0.461 8.384
H -2.865 -1.234 11.335
H -3.445 -1.080 9.667
H -4.179 -2.312 10.699
H -4.257 0.769 11.176
H -4.630 -0.441 12.355
H -8.588 1.427 8.823
H -9.235 -0.115 8.168
H -7.692 0.638 7.522
C -7.421 7.094 7.923
C -6.880 7.904 6.704
O -5.449 7.878 6.897
C -4.652 7.946 5.808
O -5.140 7.841 4.655
O -3.322 8.067 6.140
C -2.347 7.789 5.218
H -6.877 7.348 8.833
H -7.282 6.049 7.649
H -8.450 7.452 7.971
H -7.373 8.867 6.568
H -7.119 7.321 5.815
H -2.586 8.104 4.202
H -2.099 6.728 5.251
H -1.482 8.423 5.413
C -2.200 0.319 6.743
C -3.599 0.253 6.203
O -4.320 -0.716 6.979
C -5.540 -0.971 6.708
O -6.141 -0.461 5.783
O -5.956 -1.986 7.415
C -7.212 -2.604 7.296
H -1.673 1.139 6.255
H -1.459 -0.445 6.505
H -2.176 0.396 7.830
H -3.570 0.038 5.135
H -4.054 1.202 6.483
H -7.206 -3.519 7.887
H -7.298 -3.029 6.296
H -8.075 -2.025 7.626
C -1.603 7.496 9.413
C -2.791 6.546 9.627
O -3.832 7.126 10.486
C -4.936 6.437 10.729
O -5.239 5.311 10.303
O -5.681 7.187 11.558
C -7.035 6.913 11.801
H -2.031 8.329 8.855
H -0.959 7.202 8.585
H -0.915 7.754 10.218
H -2.562 5.580 10.077
H -3.263 6.323 8.670
H -7.369 7.659 12.523
H -6.982 5.956 12.320
H -7.762 6.761 11.003
C -5.828 5.383 2.453
C -7.104 4.869 1.820
O -7.702 3.997 2.815
C -8.578 4.523 3.741
O -9.118 5.649 3.757
O -8.847 3.600 4.689
C -8.177 2.343 4.976
H -5.971 5.842 3.431
H -5.350 6.213 1.933
H -5.138 4.541 2.512
H -6.802 4.348 0.911
H -7.709 5.735 1.554
H -7.687 2.010 4.061
H -8.806 1.592 5.453
H -7.372 2.621 5.656
```

Results
HOMO: -10.58 eV
SMILES: CCOC(=O)OC.CCOC(=O)OC.CCOC(=O)OC.CCOC(=O)OC.CCOC(=O)OC.O=C1OCCO1.O=C1OCCO1.O=C1OCCO1
HOMO-LUMO gap: 11.0 eV
LUMO: 0.0150 Eh
Electronic energy: -80053.590 eV
Multiplicity: 1

Mulliken atomic charge list, values in e, 2 entries:
1. C 1.788
2. C -0.649

# 2
C29H54As2BiN8O5S2 | ωB97M-V/def2-TZVPD

```
101
C29H54As2BiN8O5S2 | the Open Molecules 2025 dataset | ωB97M-V/def2-TZVPD
Bi -1.761 1.089 0.242
C -3.865 -3.076 0.844
C -2.785 -2.035 0.816
N -2.909 -0.871 1.302
C -4.104 -0.361 1.951
C -3.707 0.822 2.869
N -2.324 1.297 2.613
C -2.055 2.623 3.200
C -2.337 3.718 2.184
N -1.580 3.483 0.939
C -0.138 3.821 0.974
C 0.724 2.594 1.309
N 0.377 1.401 0.537
C 1.029 1.102 -0.711
C 2.082 2.136 -1.141
C 0.610 -1.502 -0.447
C 1.102 -2.793 -0.631
C 0.287 -3.874 -0.372
C -1.005 -3.642 0.076
C -1.431 -2.338 0.230
N -0.638 -1.285 -0.045
H -4.818 -2.626 0.566
H -3.980 -3.475 1.855
H -3.671 -3.905 0.171
H -4.620 -1.128 2.528
H -4.797 -0.015 1.178
H -3.781 0.522 3.915
H -4.393 1.655 2.721
H -1.669 0.607 3.010
H -1.012 2.649 3.510
H -2.658 2.785 4.095
H -2.089 4.691 2.615
H -3.397 3.733 1.923
H -2.042 3.966 0.176
H 0.049 4.624 1.692
H 0.128 4.199 -0.014
H 0.615 2.331 2.362
H 1.771 2.874 1.192
H 1.622 3.119 -1.212
H 2.503 1.913 -2.120
H 2.895 2.188 -0.421
H 2.123 -2.958 -0.951
H 0.654 -4.884 -0.499
H -1.652 -4.469 0.327
C -3.612 2.366 -4.207
As -4.607 1.991 -2.613
C -5.418 0.274 -2.833
C -5.999 3.280 -2.448
O -3.612 2.012 -1.259
H -4.227 2.942 -4.897
H -3.321 1.434 -4.691
H -2.733 2.947 -3.936
H -5.959 0.241 -3.779
H -6.115 0.103 -2.015
H -4.642 -0.490 -2.832
H -6.712 3.167 -3.263
H -5.563 4.277 -2.477
H -6.498 3.124 -1.493
C -0.415 -0.696 6.531
As 0.546 -1.620 5.157
C 2.406 -1.483 5.584
C 0.085 -3.473 5.285
S 0.120 -0.838 3.232
H -0.160 -1.099 7.510
H -1.481 -0.820 6.349
H -0.147 0.357 6.484
H 2.586 -1.900 6.574
H 2.695 -0.435 5.563
H 2.974 -2.039 4.840
H 0.374 -3.865 6.259
H 0.614 -4.008 4.499
H -0.989 -3.577 5.147
C 7.796 -2.017 -4.782
C 6.434 -1.347 -4.595
S 6.249 -0.886 -2.900
O 7.181 0.152 -2.581
O 6.138 -2.077 -2.091
C 4.606 -0.108 -2.789
C 3.655 -1.111 -2.140
N 2.235 -0.609 -2.063
C 1.619 -0.335 -0.649
N 0.008 1.125 -1.817
C 0.184 0.418 -2.845
C 1.444 -0.370 -3.024
N 1.693 -0.847 -4.446
O 0.765 -0.639 -5.185
O 2.677 -1.499 -4.664
C 2.638 -0.435 0.476
H 7.892 -2.337 -5.818
H 7.894 -2.892 -4.143
H 8.603 -1.323 -4.560
H 5.606 -2.020 -4.828
H 6.347 -0.424 -5.170
H 4.298 0.219 -3.780
H 4.780 0.758 -2.151
H 3.961 -1.272 -1.119
H 3.677 -2.074 -2.641
H -0.516 0.444 -3.671
H 3.038 -1.440 0.591
H 2.090 -0.196 1.389
H 3.466 0.265 0.362
```

Results
HOMO: -15.30 eV
Charge: +3
HOMO-LUMO gap: 5.2 eV
LUMO: -0.3702 Eh
Electronic energy: -202267.404 eV
Multiplicity: 1

Mulliken atomic charge list, values in e, 2 entries:
1. Bi 2.800
2. C -1.983

# 3
C29H54CuN3OP2 | ωB97M-V/def2-TZVPD

```
90
C29H54CuN3OP2 | the Open Molecules 2025 dataset | ωB97M-V/def2-TZVPD
C -1.025 -2.462 -0.813
C 1.173 -1.672 -1.080
C -0.832 -3.539 -1.663
C 1.469 -2.816 -1.847
C 0.456 -3.751 -2.160
H -1.698 -4.170 -1.865
H 2.530 -3.008 -2.047
H 0.627 -4.632 -2.748
N -0.003 -1.660 -0.394
P -2.865 -1.017 0.965
P 2.787 0.588 0.218
C -2.495 -2.102 -0.483
H -2.911 -1.591 -1.386
H -3.088 -3.029 -0.343
C 0.970 1.251 0.599
O 1.072 2.384 1.176
C 1.991 -0.308 -1.329
H 2.869 -0.481 -1.957
C 4.115 1.774 -0.830
C 3.394 0.361 2.012
C -3.992 0.387 0.370
C -3.755 -2.372 2.026
C 3.421 3.131 -0.696
H 3.451 3.547 0.323
H 3.892 3.874 -1.378
H 2.363 3.080 -1.015
C 5.539 1.764 -0.278
H 5.652 2.105 0.752
H 5.976 0.767 -0.351
H 6.184 2.410 -0.895
C 4.207 1.477 -2.349
H 4.345 2.428 -2.893
H 5.026 0.779 -2.635
H 3.268 1.031 -2.666
C 3.765 1.776 2.581
H 2.834 2.345 2.796
H 4.298 1.620 3.542
H 4.379 2.415 1.925
C 2.385 -0.152 3.069
H 1.604 0.606 3.271
H 1.947 -1.127 2.811
H 2.948 -0.279 4.008
C 4.519 -0.666 1.908
H 5.369 -0.291 1.320
H 4.843 -0.934 2.928
H 4.112 -1.571 1.429
C -4.139 -1.781 3.387
H -4.728 -2.518 3.955
H -3.268 -1.529 4.005
H -4.767 -0.888 3.289
C -2.741 -3.530 2.223
H -2.515 -4.040 1.278
H -1.795 -3.185 2.667
H -3.178 -4.282 2.902
C -5.025 -2.964 1.383
H -5.341 -3.840 1.978
H -5.868 -2.263 1.379
H -4.864 -3.319 0.358
C -3.706 0.704 -1.118
H -4.226 0.000 -1.788
H -4.090 1.714 -1.357
H -2.621 0.708 -1.319
C -3.563 1.621 1.192
H -2.496 1.844 1.045
H -4.131 2.498 0.857
H -3.745 1.487 2.265
C -5.493 0.138 0.541
H -5.844 -0.689 -0.085
H -5.787 -0.039 1.579
H -6.033 1.034 0.200
Cu -0.561 -0.142 0.783
N 0.212 1.015 -0.661
C 1.032 0.741 -1.682
C 0.546 1.635 -2.975
C 1.533 1.761 -4.121
C -0.707 0.959 -3.619
C 0.314 3.141 -2.536
H 2.443 2.354 -3.900
H 1.860 0.774 -4.511
H 1.062 2.298 -4.975
H -1.604 1.163 -2.988
H -0.897 1.401 -4.638
H -0.477 -0.136 -3.753
H -0.609 3.547 -3.068
H 0.100 3.126 -1.442
H 1.239 3.765 -2.763
N -0.673 -0.570 2.775
H -1.619 -0.549 3.196
H -0.070 0.093 3.291
H -0.280 -1.527 2.846
```

Results
HOMO (alpha / beta): -8.75 / -10.49 eV
Charge: +1
HOMO-LUMO gap (alpha / beta): 5.8 / 7.4 eV
LUMO (alpha / beta): -0.1074 / -0.1150 Eh
Electronic energy: -100673.928 eV
Multiplicity: 2
Expectation value of S²: 0.7612

Mulliken atomic charge list, values in e, 2 entries:
1. C 0.444
2. C 0.441

# 4
C29H54N3OOsP2 | ωB97M-V/def2-TZVPD

```
90
C29H54N3OOsP2 | the Open Molecules 2025 dataset | ωB97M-V/def2-TZVPD
C -1.003 -2.463 -0.991
C 1.270 -1.974 -0.678
C -0.712 -3.586 -1.752
C 1.614 -3.173 -1.342
C 0.627 -3.984 -1.850
H -1.530 -4.125 -2.226
H 2.678 -3.369 -1.467
H 0.887 -4.916 -2.342
N -0.037 -1.840 -0.293
P -2.515 -0.811 0.634
P 2.265 0.508 0.545
C -2.380 -1.839 -0.933
H -2.520 -1.181 -1.806
H -3.160 -2.609 -1.025
C -0.306 1.495 1.916
O -0.248 2.480 2.560
C 2.200 -0.936 -0.454
H 3.227 -1.304 -0.614
C 3.555 1.342 -0.800
C 3.360 0.599 2.244
C -3.746 0.589 0.247
C -3.291 -2.176 1.715
C 3.078 2.788 -0.846
H 3.196 3.308 0.113
H 3.637 3.355 -1.608
H 2.015 2.811 -1.104
C 5.046 1.224 -0.497
H 5.362 1.650 0.456
H 5.377 0.179 -0.555
H 5.592 1.766 -1.288
C 3.430 0.669 -2.171
H 3.938 1.287 -2.929
H 3.889 -0.326 -2.206
H 2.377 0.537 -2.471
C 3.752 2.075 2.434
H 2.845 2.694 2.501
H 4.306 2.182 3.380
H 4.377 2.486 1.640
C 2.563 0.220 3.493
H 1.661 0.838 3.614
H 2.309 -0.848 3.521
H 3.193 0.409 4.379
C 4.534 -0.374 2.175
H 5.273 -0.146 1.407
H 5.065 -0.352 3.139
H 4.178 -1.400 2.009
C -3.497 -1.599 3.127
H -3.913 -2.392 3.766
H -2.567 -1.252 3.598
H -4.201 -0.755 3.131
C -2.404 -3.441 1.766
H -2.419 -3.980 0.810
H -1.358 -3.261 2.030
H -2.821 -4.109 2.534
C -4.644 -2.674 1.165
H -4.868 -3.636 1.649
H -5.474 -2.004 1.399
H -4.634 -2.860 0.085
C -3.603 0.929 -1.243
H -4.027 0.147 -1.886
H -4.152 1.858 -1.455
H -2.550 1.083 -1.506
C -3.391 1.834 1.079
H -2.427 2.267 0.785
H -4.164 2.597 0.905
H -3.368 1.609 2.153
C -5.212 0.253 0.529
H -5.575 -0.576 -0.088
H -5.395 0.057 1.592
H -5.811 1.136 0.261
Os -0.309 -0.040 0.894
N -0.208 0.719 -0.931
C 0.591 0.936 -1.814
C 0.266 1.891 -3.061
C 1.335 1.896 -4.145
C -1.049 1.423 -3.680
C 0.073 3.318 -2.544
H 2.267 2.369 -3.804
H 1.536 0.884 -4.511
H 0.970 2.492 -4.993
H -1.889 1.799 -3.089
H -1.185 1.837 -4.689
H -1.104 0.331 -3.754
H -0.400 3.935 -3.315
H -0.588 3.326 -1.670
H 1.015 3.806 -2.278
N -0.060 -1.309 2.605
H -0.938 -1.719 2.927
H 0.336 -0.813 3.405
H 0.588 -2.072 2.385
```

Results
HOMO (alpha / beta): -15.07 / -18.35 eV
Charge: +3
HOMO-LUMO gap (alpha / beta): 5.2 / 5.4 eV
LUMO (alpha / beta): -0.3614 / -0.4767 Eh
Electronic energy: -58481.299 eV
Multiplicity: 5
Expectation value of S²: 6.0491

Mulliken atomic charge list, values in e, 2 entries:
1. C 0.058
2. C -0.252

# 5
C29H54N4O7 | ωB97M-V/def2-TZVPD

```
94
C29H54N4O7 | the Open Molecules 2025 dataset | ωB97M-V/def2-TZVPD
C 1.277 0.072 -0.269
C -0.007 -0.395 -1.000
O 0.045 -0.994 -2.043
C -1.356 0.003 -0.404
H 2.080 0.244 -0.986
H 1.655 -0.689 0.414
H 1.058 1.002 0.257
H -1.253 0.542 0.538
H -1.938 -0.918 -0.382
H -1.861 0.665 -1.107
C 5.026 -0.159 -1.434
C 6.233 -0.443 -2.315
O 7.373 -0.241 -1.893
C 6.072 -0.858 -3.708
H 4.865 0.918 -1.402
H 5.279 -0.494 -0.428
H 4.099 -0.651 -1.729
H 5.298 -1.614 -3.844
H 6.948 -1.132 -4.295
H 5.687 0.051 -4.171
C -4.443 -2.864 3.783
C -3.575 -3.171 2.560
O -3.212 -2.249 1.809
C -3.137 -4.624 2.332
H -3.883 -2.683 4.700
H -5.033 -3.756 3.994
H -5.104 -2.010 3.630
H -3.154 -5.121 3.302
H -2.088 -4.611 2.038
H -3.738 -5.190 1.620
C 1.220 0.840 3.485
C 2.631 0.882 4.028
O 3.632 0.516 3.428
C 2.849 1.735 5.276
H 0.600 1.699 3.741
H 0.730 -0.073 3.823
H 1.257 0.775 2.397
H 2.346 1.277 6.128
H 2.479 2.755 5.176
H 3.918 1.770 5.485
C -1.164 3.542 3.923
C -1.608 3.028 2.560
O -0.742 2.747 1.722
C -3.076 2.969 2.261
H -1.030 2.629 4.503
H -2.013 4.125 4.279
H -0.262 4.152 3.968
H -3.695 2.802 3.142
H -3.238 2.234 1.472
H -3.382 3.915 1.814
C 2.589 4.395 1.406
C 2.230 4.226 -0.045
O 3.086 4.469 -0.936
N 1.065 3.786 -0.343
C 0.614 3.474 -1.694
H 1.908 3.895 2.094
H 2.589 5.440 1.715
H 3.633 4.092 1.488
H 0.442 3.721 0.449
H 0.423 4.333 -2.337
H -0.358 2.990 -1.607
H 1.366 2.813 -2.127
C -1.934 -4.385 -0.879
C -2.187 -4.160 -2.341
O -3.207 -4.602 -2.825
N -1.229 -3.574 -3.091
C -1.403 -3.365 -4.558
H -1.733 -3.510 -0.261
H -1.099 -5.085 -0.889
H -2.825 -4.886 -0.498
H -0.510 -3.017 -2.650
H -0.893 -4.125 -5.150
H -0.985 -2.399 -4.841
H -2.463 -3.293 -4.805
N 2.583 -5.315 -2.158
C 1.851 -5.054 -1.019
C 1.708 -3.670 -0.904
C 2.396 -3.100 -2.000
C 2.967 -4.102 -2.751
H 2.746 -6.242 -2.523
H 1.458 -5.874 -0.436
H 1.228 -3.113 -0.113
H 2.341 -2.076 -2.337
H 3.547 -4.106 -3.663
N -4.716 4.429 -2.820
C -3.354 4.270 -2.633
C -3.204 3.545 -1.443
C -4.511 3.216 -0.995
C -5.465 3.750 -1.885
H -5.076 4.964 -3.597
H -2.644 4.800 -3.250
H -2.321 3.170 -0.946
H -4.771 2.603 -0.145
H -6.543 3.719 -1.835
```

Results
HOMO: -8.29 eV
SMILES: c1cc[nH]c1.c1cc[nH]c1.CNC(C)=O.CNC(C)=O.CC(C)=O.CC(C)=O.CC(C)=O.CC(C)=O.CC(C)=O
HOMO-LUMO gap: 8.5 eV
LUMO: 0.0065 Eh
Electronic energy: -51240.701 eV
Multiplicity: 1

Mulliken atomic charge list, values in e, 2 entries:
1. C -0.020
2. C 0.807